Formula: C8H8N3
Source: the Open Molecules 2025 dataset
Level of theory: the ωB97M-V functional and the def2-TZVPD basis

Its charge is +1. The value obtained for the LUMO energy (spin up / spin down) is -6.4 / -6.4 eV. The calculation puts the HOMO energy (spin up / spin down) at -13.57 / -13.57 eV. The calculation puts the HOMO-LUMO gap (spin up / spin down) at 7.16 / 7.17 eV. As for the structure (SMILES): C/C=C1/C=C\C=C/[N+]#C\N=N/1.

Geometry as XYZ:
```
19
Properties=species:S:1:pos:R:3:forces:R:3:mulliken_charge:R:1
C -3.119232 -1.229952 -0.292981 0.2 0.6 -4.9 -0.959
C -2.252057 -0.044224 -0.164425 2.2 -0.2 0.4 -0.065
C -0.922987 -0.260457 0.085818 1.3 0.8 0.2 0.450
C -0.047437 0.763264 0.747207 1.3 -1.8 -3.2 -0.623
C 1.169870 1.336520 0.594040 -0.2 2.1 0.4 -0.115
C 2.279912 1.477704 -0.310267 1.0 -1.9 -0.5 -0.497
C 3.152436 0.459537 -0.579134 -3.9 1.6 1.3 -0.156
N 2.748387 -0.760454 -0.272445 -1.9 -2.5 1.4 -0.228
C 1.669408 -1.105620 0.217828 5.2 1.7 -1.2 0.484
N 0.706812 -1.857445 0.038787 -2.8 -1.4 0.1 -0.356
N -0.491368 -1.540630 -0.120200 -0.3 -1.0 -0.1 -0.047
H -3.544924 -1.313155 0.625595 -1.9 -0.5 2.7 0.315
H -2.619905 -2.190624 -0.594378 -0.2 1.3 0.6 0.323
H -3.846046 -0.993986 -1.116292 0.0 -0.4 1.1 0.348
H -2.437717 1.048762 -0.161231 -1.1 -1.0 0.0 0.387
H -0.497800 1.053273 1.592280 -1.6 1.3 3.1 0.515
H 1.319760 2.098310 1.389686 -0.1 -0.4 -0.4 0.338
H 2.706436 2.376037 -0.670503 -0.4 1.5 0.3 0.385
H 4.026459 0.683134 -1.009380 3.3 0.1 -1.5 0.502
```
Positions in Å, forces in eV/Å.

---

Formula: C8H8N4O4
Source: the Open Molecules 2025 dataset
Level of theory: the ωB97M-V functional and the def2-TZVPD basis

The value obtained for the LUMO energy is -0.1 eV. The calculation puts the HOMO energy at -10.06 eV. The calculation puts the HOMO-LUMO gap at 9.98 eV.

Geometry as XYZ:
```
24
Properties=species:S:1:pos:R:3:forces:R:3:mulliken_charge:R:1
C 1.659832 -0.494816 -2.476782 -0.1 0.2 1.2 0.244
C 0.641983 0.405340 -1.703188 -2.4 -3.3 -1.5 0.040
C 1.126948 1.163113 -0.791966 2.6 2.6 2.0 0.002
C 3.550393 0.488182 -1.006304 3.0 -2.2 0.8 0.410
C -2.765490 -0.570806 2.742459 1.6 -1.0 0.9 0.552
C -2.594173 0.863312 2.683187 -0.5 -1.0 -1.6 -0.604
C -2.254777 1.487331 1.553022 0.7 -2.0 -0.3 -0.215
C -2.140632 -0.545784 0.314022 1.2 -1.2 -1.4 0.456
H 3.678353 -0.706234 -2.800165 1.0 -0.4 0.3 0.240
H -0.560501 0.230370 -1.475986 3.5 -0.5 -2.2 0.053
H 0.366923 1.748313 -0.185877 2.1 -0.4 -0.2 0.219
H 2.834999 1.505001 0.659457 -0.9 -0.2 -5.3 0.356
H -2.608965 -2.168372 1.571361 0.2 -0.4 -0.8 0.221
H -2.783785 1.380344 3.541166 -0.4 1.4 2.1 0.461
H -2.070663 2.489907 1.551580 0.3 2.6 -0.1 0.515
H -1.414663 1.159273 -0.401225 -0.4 0.8 0.0 0.108
N 3.130655 -0.199623 -2.141162 -3.4 0.0 -0.6 -0.106
N 2.581879 1.361261 -0.625953 -1.6 1.7 7.4 -0.368
N -2.531741 -1.171014 1.480309 -0.7 0.5 0.9 -0.071
N -1.937831 0.823582 0.381941 -1.3 -1.1 1.5 -0.126
O 1.370051 -1.429666 -3.182023 0.8 1.4 0.5 -0.513
O 4.639844 0.305006 -0.360934 -3.8 0.9 -2.7 -0.629
O -2.853936 -1.254392 3.769842 -0.5 1.1 -2.1 -0.609
O -1.841825 -1.135108 -0.728505 -0.8 0.3 1.4 -0.633
```
Positions in Å, forces in eV/Å.

---

Q: Which largest force on an atom values were calculated for the entries above? A: 5.6; 7.7, in eV/Å.